Record 1
The following is a DFT calculation (ωB97M-V/def2-TZVPD) of a molecular structure, C15H38AuGeO2SbSe.

Calculated values
Energy above the lowest of the compared OMol25 structures with the same formula, charge and spin = 0.0 kcal per mole
Frontier orbital gap = 9.01 eV

The geometry in ORCA input format:
```
! wB97M-V def2-TZVPD RIJCOSX def2/J DEFGRID3
* xyz 2 1
Au 2.01160 -0.72989 -0.11416
C -0.26475 -3.60804 -0.12955
O 0.42877 -2.63260 -0.91829
C 1.29443 -3.20632 -1.88683
C 2.61295 -3.59566 -1.29199
O 3.26215 -2.42291 -0.74328
C 4.57187 -2.72864 -0.21997
H -0.91225 -4.21068 -0.76861
H -0.86977 -3.06120 0.58899
H 0.42446 -4.26174 0.40761
H 1.44048 -2.45419 -2.66513
H 0.83232 -4.08587 -2.34288
H 3.26879 -4.00934 -2.05851
H 2.49329 -4.33380 -0.49617
H 5.14931 -3.23987 -0.98727
H 4.48575 -3.35591 0.66687
H 5.05053 -1.78463 0.01930
Se 0.83240 1.37091 -0.04375
C -4.76316 3.33230 0.58396
C -3.41691 3.20874 -0.12160
C -2.22196 3.26636 0.82848
C -2.06829 2.02284 1.69670
Ge -1.35170 0.46489 0.75923
C -2.08972 -0.23030 -0.91720
C -1.62236 0.47357 -2.18837
C -2.32812 -0.06446 -3.43183
C -2.03626 -1.53887 -3.69983
H -5.58503 3.28766 -0.12970
H -4.83693 4.28402 1.11257
H -4.92700 2.53454 1.31259
H -3.31948 4.01302 -0.85138
H -3.38411 2.27488 -0.69887
H -2.33173 4.13279 1.48516
H -1.30351 3.44337 0.25449
H -3.03320 1.71500 2.10729
H -1.41447 2.19574 2.55547
H -0.92287 -0.66335 1.71069
H -3.17529 -0.14508 -0.80541
H -1.83935 -1.28864 -0.94696
H -0.53870 0.32533 -2.30485
H -1.78513 1.55177 -2.10986
H -2.01698 0.53426 -4.28828
H -3.40581 0.08945 -3.32647
H -0.95555 -1.71846 -3.73624
H -2.45002 -1.85537 -4.65614
H -2.46314 -2.19173 -2.93501
C 2.44927 3.32428 2.67463
Sb 2.29727 1.31551 2.03510
C 4.31910 0.71703 1.84648
C 1.37247 0.29081 3.62349
H 3.12720 3.37786 3.52595
H 1.45787 3.67011 2.96708
H 2.82816 3.95411 1.87056
H 4.80795 0.97648 2.78581
H 4.78076 1.26167 1.02471
H 4.37918 -0.35429 1.67603
H 1.80709 0.65302 4.55500
H 1.54383 -0.78004 3.52654
H 0.30427 0.48956 3.61363
*
```

Partial charges, Löwdin, in e: 0.586, -0.059, -0.304, -0.199, -0.157, -0.345, -0.039, 0.107, 0.078, 0.094, 0.135, 0.147, 0.148, 0.135, 0.108, 0.108, 0.081, 0.412, -0.089, -0.264, -0.289, -0.345, 0.781, -0.343, -0.319, -0.246, -0.094, 0.082, 0.085, 0.068, 0.118, 0.080, 0.120, 0.075, 0.072, 0.057, -0.030, 0.087, 0.039, 0.069, 0.097, 0.115, 0.118, 0.067, 0.082, 0.070, -0.243, 1.188, -0.249, -0.246, 0.039, 0.029, 0.035, 0.041, 0.041, -0.010, 0.041, 0.031, 0.003

---

Record 2
The following is a DFT calculation (ωB97M-V/def2-TZVPD) of 16 unconnected molecules or ions with the total composition C35H57BCl46NOPS2.

Calculated values
Frontier orbital gap = 7.89 eV

The geometry in ORCA input format:
```
! wB97M-V def2-TZVPD RIJCOSX def2/J DEFGRID3
* xyz 0 1
C 5.11900 -2.23511 -2.90577
C 4.36323 -3.58204 -3.28533
C 4.23496 -4.56258 -2.07018
C 3.26628 -4.08278 -0.91710
C 2.35647 -2.85696 -1.28105
C 1.10634 -2.74117 -0.31322
C 0.01287 -1.77852 -0.90279
C -0.37124 -0.54085 0.00368
N 0.66591 -0.10793 0.96975
C 0.13331 0.13275 2.31978
C 1.19204 -0.12820 3.46947
C 2.29003 -1.17589 3.08552
C 3.20762 -1.42189 4.36869
C 4.53607 -0.58617 4.13807
C 5.51969 -0.76386 5.36934
C 5.70499 0.63389 6.07534
C 6.91785 1.39464 5.39518
C 1.44948 0.97030 0.49771
S 1.88368 2.33444 1.35991
S 2.07293 0.80417 -1.20067
C 3.28095 2.15190 -1.48720
C 4.65485 2.00960 -0.70761
C 5.01177 0.55004 -0.22896
B 6.63128 0.41023 -0.27383
P 7.46831 -1.29505 0.03595
O 9.00358 -0.93547 0.69389
Cl 6.37150 -2.39085 1.45700
H 6.16194 -2.25552 -3.29772
H 4.55143 -1.36390 -3.30209
H 5.20615 -2.21762 -1.78927
H 3.40538 -3.37938 -3.81338
H 5.02432 -4.09071 -4.03904
H 3.98786 -5.58362 -2.46199
H 5.25830 -4.64456 -1.61557
H 3.89481 -3.79419 -0.04000
H 2.61495 -4.93081 -0.59821
H 1.91104 -2.95747 -2.30562
H 2.96501 -1.91843 -1.22014
H 1.39066 -2.54176 0.74159
H 0.65715 -3.77185 -0.32157
H 0.40968 -1.37350 -1.87022
H -0.93547 -2.31219 -1.15322
H -0.59285 0.31048 -0.69746
H -1.35130 -0.77800 0.48405
H -0.34973 1.13759 2.43917
H -0.69496 -0.60098 2.50570
H 0.65973 -0.43675 4.40264
H 1.65669 0.86710 3.68649
H 1.84781 -2.15269 2.79119
H 2.92236 -0.71791 2.28418
H 3.43295 -2.50317 4.52156
H 2.69510 -1.00447 5.27501
H 4.23100 0.48160 3.99386
H 4.99443 -0.96454 3.19558
H 4.99331 -1.43587 6.09403
H 6.46620 -1.22122 5.00977
H 5.86046 0.46023 7.17045
H 4.80336 1.28480 5.94435
H 7.61261 1.76824 6.18908
H 7.46932 0.71571 4.70924
H 6.52715 2.25120 4.80123
H 3.50645 2.23212 -2.58096
H 2.81112 3.11779 -1.19337
H 4.66785 2.77556 0.09727
H 5.45666 2.31229 -1.43346
H 4.62616 -0.25917 -0.88826
H 4.74324 0.42773 0.85050
H 7.36785 1.29990 -0.53257
H 9.61105 -0.95038 -0.06111
C -1.91988 3.56631 4.44481
Cl -2.33362 4.23712 6.02829
Cl -0.24660 3.00280 4.42367
Cl -3.02413 2.25247 4.01906
H -2.02415 4.35228 3.70470
C -3.68276 -2.27207 -3.44568
Cl -4.06753 -1.13452 -4.74271
Cl -2.08842 -3.00327 -3.67882
Cl -3.75725 -1.46231 -1.87593
H -4.42565 -3.06265 -3.45840
C 0.36079 -7.10121 -0.92824
Cl 0.00652 -5.96977 -2.23922
Cl 1.95587 -7.82936 -1.15294
Cl 0.26226 -6.28217 0.63524
H -0.38055 -7.89253 -0.94608
C -7.11928 -0.17493 -0.39260
Cl -8.52595 0.18200 0.61734
Cl -5.63281 -0.07888 0.56108
Cl -7.28126 -1.76951 -1.13889
H -7.06560 0.56633 -1.17804
C 1.77972 -2.68511 -6.83497
Cl 0.43701 -2.95972 -5.71849
Cl 2.55513 -1.13093 -6.50369
Cl 2.95439 -4.00134 -6.73413
H 1.38552 -2.66054 -7.84321
C -5.63218 3.89406 8.65127
Cl -5.44365 2.97493 10.15001
Cl -6.38132 2.89630 7.39847
Cl -6.58195 5.35696 8.93555
H -4.64880 4.19004 8.30674
C -10.80979 0.51065 -2.39400
Cl -11.43582 -0.25269 -3.85916
Cl -9.11387 0.96344 -2.60473
Cl -11.78075 1.92186 -1.96150
H -10.87031 -0.20704 -1.58220
C -7.75236 8.58115 6.53442
Cl -7.98155 8.51866 8.28599
Cl -8.85678 9.75475 5.80665
Cl -6.07588 8.97461 6.13994
H -7.97806 7.60144 6.12667
C -3.14245 6.48379 11.19447
Cl -4.85913 6.81029 11.45452
Cl -2.92669 5.25535 9.94080
Cl -2.28353 7.96681 10.76357
H -2.72373 6.10356 12.11982
C 11.23236 -3.68949 0.36591
Cl 10.96476 -2.70249 -1.07915
Cl 9.71114 -4.38394 0.93337
Cl 12.41455 -4.96056 0.03646
H 11.62790 -3.04897 1.14680
C -2.38073 1.60500 -7.42760
Cl -3.36913 2.19737 -6.08617
Cl -1.80739 -0.03529 -7.10338
Cl -3.29345 1.65816 -8.94209
H -1.51763 2.25428 -7.52723
C -2.39268 -2.14841 -10.35610
Cl -3.78028 -1.83484 -9.30900
Cl -0.87941 -2.03103 -9.44636
Cl -2.54118 -3.74109 -11.10654
H -2.37466 -1.39500 -11.13856
C -11.60551 9.19098 8.61537
Cl -11.43001 8.27348 10.11643
Cl -12.35056 8.19436 7.35978
Cl -12.55181 10.65894 8.88845
H -10.61659 9.48124 8.27642
C -4.54752 -5.65367 -8.41379
Cl -5.92958 -5.29710 -7.37004
Cl -3.03606 -5.53578 -7.50697
Cl -4.71426 -7.25530 -9.14317
H -4.52355 -4.91713 -9.21050
C -2.32249 1.73752 -13.13714
Cl -3.93803 1.18603 -13.59336
Cl -2.36917 3.41494 -12.58561
Cl -1.64052 0.69126 -11.88410
H -1.68317 1.68291 -14.01154
*
```

Atomic partial charges in e from the Löwdin method, atoms 1 to 99: -0.108, -0.263, -0.199, -0.188, -0.203, -0.186, -0.193, -0.195, -0.182, -0.238, -0.219, -0.193, -0.189, -0.221, -0.207, -0.252, -0.113, -0.957, 0.686, 0.904, -0.476, -0.282, -0.234, -0.294, 0.566, -0.436, 0.216, 0.072, 0.071, 0.030, 0.060, 0.096, 0.092, 0.107, 0.089, 0.055, 0.103, 0.067, 0.087, 0.036, 0.078, 0.054, 0.110, 0.115, 0.054, 0.124, 0.112, 0.050, 0.101, 0.091, 0.109, 0.108, 0.109, 0.028, 0.099, 0.099, 0.097, 0.098, 0.067, 0.062, 0.065, 0.083, 0.052, 0.095, 0.090, 0.055, 0.093, 0.043, -0.047, -1.525, 0.517, 0.565, 0.523, 0.017, -1.499, 0.515, 0.515, 0.519, 0.018, -1.520, 0.533, 0.538, 0.551, 0.012, -1.576, 0.525, 0.508, 0.510, -0.043, -1.541, 0.487, 0.526, 0.548, -0.032, -1.573, 0.512, 0.524, 0.489, -0.063

---

Record 3
The following is a DFT calculation (ωB97M-V/def2-TZVPD) of a molecular structure, CH2F3NO3RuS.

Calculated values
Energy above the lowest of the compared OMol25 structures with the same formula, charge and spin = 0.0 kcal per mole
Frontier orbital gap (spin up / spin down) = 6.90 / 8.22 eV

The geometry in ORCA input format:
```
! wB97M-V def2-TZVPD RIJCOSX def2/J DEFGRID3
* xyz 0 7
Ru -0.74238 0.32335 2.40132
N 1.01522 -0.13279 1.35006
S 0.19991 -0.81545 0.28958
O 0.54223 -2.16440 -0.23937
O -1.30256 -0.69470 0.60183
C 0.26988 0.17014 -1.30771
F 1.51909 0.19747 -1.77709
F -0.10927 1.44085 -1.10373
F -0.51542 -0.33430 -2.25969
O -1.01571 2.19863 1.63305
H -1.66999 2.84662 1.91055
H -0.74116 2.35180 0.70790
*
```

Partial charges, Löwdin, in e: 1.166, -0.381, 0.424, -0.312, -0.526, -0.679, 0.137, 0.091, 0.146, -0.227, 0.086, 0.075

---

For each record above, in turn, the calculated DFT total energy values are -152342.7148 -648422.0315 -30264.8014 eV.